(1)
Below is a cluster of 3 separate species, C5H15NO2 in total in a non-equilibrium geometry, with properties calculated with ωB97M-V/def2-TZVPD.

ΔE to the lowest compared entry with this formula, charge and spin (kcal/mol): 177.4
Frontier orbital gap (eV): 4.7

Last column: Mulliken charge in e.
Geometry (Å):
C 0.892 -0.999 -1.379  -0.866
N 1.310 0.177 -0.716  -0.238
C 0.532 0.628 0.260  0.604
C -0.941 1.169 -0.114  -0.094
C -0.994 1.754 -1.535  -1.422
O -1.945 0.198 -0.080  -0.544
C 0.538 -0.472 1.348  -1.356
H 1.044 -1.894 -0.754  0.336
H -0.166 -1.094 -1.695  0.324
H 1.493 -1.117 -2.272  0.342
H 3.833 -2.932 0.177  0.186
H 1.053 1.494 0.598  0.335
H -1.236 1.754 0.765  0.669
H -0.622 2.771 -1.531  0.352
H -0.430 1.120 -2.159  0.380
H -2.025 1.840 -1.839  0.365
H -2.086 0.028 0.924  0.403
H 1.492 -0.575 1.825  0.370
H 0.167 -1.404 0.931  0.423
H -0.334 -0.220 2.098  0.413
H -2.820 -0.116 2.715  0.175
H 3.279 -2.515 -0.088  -0.189
O -2.031 0.404 2.520  -0.968

(2)
Below is a structure of composition CH2ClN2O2 in a non-equilibrium geometry, with properties calculated with ωB97M-V/def2-TZVPD.

ΔE to the lowest compared entry with this formula, charge and spin (kcal/mol): 58.7
Charge: -1
Frontier orbital gap (eV): 7.7

Last column: Mulliken charge in e.
Geometry (Å):
C 0.026 0.062 1.238  -0.284
N 0.490 -0.756 -0.500  -0.668
N 0.114 -0.041 -1.464  1.152
O -0.397 1.090 -1.369  -0.726
O 0.328 -0.571 -2.578  -0.758
Cl -1.251 -0.806 1.983  -0.221
H -0.269 1.051 0.920  0.257
H 0.959 -0.031 1.769  0.248

(3)
Below is an isolated molecule of CH2N2O4 in a non-equilibrium geometry, with properties calculated with ωB97M-V/def2-TZVPD.

ΔE to the lowest compared entry with this formula, charge and spin (kcal/mol): 30.7
Structure (SMILES): NC(=O)O[N+](=O)[O-]
Frontier orbital gap (eV): 11.5

Last column: Mulliken charge in e.
Geometry (Å):
N -1.019 1.475 -0.219  -0.400
C -0.114 0.525 -0.513  0.577
O 0.307 0.269 -1.602  -0.489
O 0.291 -0.165 0.660  -0.342
N 1.053 -1.418 0.588  1.126
O 1.573 -1.681 1.575  -0.523
O 0.963 -1.980 -0.411  -0.471
H -1.808 1.811 -0.750  0.271
H -1.246 1.163 0.673  0.251

(4)
Below is a structure of composition C29H98NO21Pd in a non-equilibrium geometry, with properties calculated with ωB97M-V/def2-TZVPD.

Multiplicity: 4
Charge: +2
<S²>: 3.76
Frontier orbital gap (alpha / beta) (eV): 7.9 / 4.1

Last column: Mulliken charge in e.
Geometry (Å):
Pd 0.836 3.826 -1.702  0.143
C -1.122 2.445 1.740  -0.904
C -0.449 1.039 1.514  2.144
C -1.630 0.023 1.635  -1.075
C -1.259 -1.414 1.278  0.410
C -0.851 -1.450 -0.213  -0.571
C 0.398 -0.433 -0.508  2.237
N 0.074 0.931 0.098  0.479
O 0.983 1.966 -0.376  2.000
C 0.365 -0.378 -2.048  -0.943
C 1.608 -1.147 0.052  -0.294
C 0.614 0.836 2.613  -0.685
H -1.842 2.355 2.553  0.256
H -1.724 2.678 0.862  0.278
H -0.401 3.258 1.819  -0.400
H -2.402 0.363 0.945  -0.358
H -2.150 0.094 2.590  0.857
H -2.082 -2.094 1.501  -0.176
H -0.398 -1.700 1.882  -0.672
H -1.672 -1.275 -0.909  -0.395
H -0.541 -2.483 -0.366  0.408
H -0.564 0.060 -2.413  -0.138
H 0.406 -1.360 -2.519  0.334
H 1.097 0.207 -2.603  -0.686
H 2.475 -0.489 0.011  0.330
H 1.782 -1.980 -0.630  0.361
H 1.355 -1.543 1.036  -0.914
H 1.509 1.438 2.455  -0.021
H 0.992 -0.184 2.670  -0.450
H 0.236 1.072 3.608  0.625
C -0.626 2.739 -4.333  -0.662
O 0.504 2.593 -3.508  0.215
H -1.285 3.552 -4.028  0.292
H -0.351 2.811 -5.386  0.308
H -1.118 1.778 -4.187  0.002
H 1.040 1.944 -3.969  -0.081
C 1.962 -2.825 3.530  -0.082
O 2.101 -3.843 4.527  -0.543
H 2.986 -2.733 3.168  0.215
H 1.235 -3.076 2.759  -0.254
H 1.667 -1.923 4.067  0.328
H 1.280 -3.890 5.021  0.330
C 1.310 -2.613 -5.343  -0.580
O 0.719 -1.356 -5.420  -0.568
H 2.392 -2.617 -5.480  0.312
H 1.161 -3.081 -4.370  0.118
H 0.937 -3.264 -6.133  0.341
H -0.222 -1.434 -5.250  0.233
C 2.597 1.314 -6.449  -0.940
O 2.099 0.944 -5.150  -0.240
H 2.806 2.374 -6.311  0.308
H 3.574 0.876 -6.655  0.311
H 1.881 1.311 -7.271  0.322
H 1.686 0.079 -5.195  0.328
C -0.187 -5.175 1.662  -0.341
O -0.401 -6.369 0.983  -0.574
H -0.650 -5.290 2.642  0.280
H 0.890 -5.052 1.774  0.366
H -0.712 -4.368 1.150  -0.018
H 0.177 -7.046 1.344  0.317
C -0.010 -5.437 -2.563  -0.160
O -1.039 -5.965 -1.799  -0.527
H 0.341 -4.526 -2.077  -0.227
H 0.793 -6.169 -2.654  0.416
H -0.355 -5.185 -3.566  0.194
H -0.717 -6.044 -0.897  0.303
C -5.224 0.233 2.026  -0.314
O -5.541 -1.126 2.310  -0.420
H -4.582 0.385 1.159  -0.079
H -6.130 0.766 1.738  0.461
H -4.682 0.655 2.872  0.154
H -6.194 -1.380 1.654  0.234
C -4.690 -3.011 -0.904  -0.370
O -5.733 -2.920 -1.887  -0.570
H -4.310 -2.057 -0.539  -0.109
H -5.071 -3.535 -0.028  0.364
H -3.899 -3.665 -1.271  0.338
H -5.828 -3.821 -2.204  0.343
C -2.064 5.230 -1.091  -1.154
O -1.322 4.053 -1.272  0.492
H -2.674 5.218 -1.994  0.366
H -2.765 5.157 -0.260  0.315
H -1.587 6.205 -0.993  0.412
H -1.809 3.239 -1.124  0.140
C 3.569 2.671 -2.642  -0.603
O 3.054 3.712 -1.838  -0.357
H 2.968 1.777 -2.808  0.111
H 3.717 3.162 -3.605  0.423
H 4.601 2.491 -2.339  0.325
H 3.755 4.309 -1.569  0.238
C -1.492 4.438 5.371  -0.308
O -1.656 4.393 6.725  -0.533
H -1.889 5.366 4.961  0.321
H -0.446 4.353 5.079  0.104
H -2.172 3.705 4.937  0.093
H -2.593 4.414 6.932  0.328
C 5.296 1.797 0.774  -0.653
O 4.032 2.131 1.288  -0.474
H 5.696 2.501 0.045  0.278
H 6.023 1.658 1.574  0.338
H 5.301 0.877 0.189  0.140
H 3.392 1.968 0.592  0.018
C 1.761 5.258 1.321  -0.231
O 0.838 5.209 0.220  -0.361
H 2.697 4.838 0.951  0.094
H 1.946 6.236 1.764  0.472
H 1.341 4.589 2.072  -0.178
H 0.106 5.725 0.566  0.221
C -2.764 0.528 5.891  -0.208
O -2.942 -0.219 7.049  -0.531
H -1.886 0.227 5.319  0.061
H -3.644 0.355 5.272  0.148
H -2.667 1.594 6.095  0.201
H -3.848 -0.056 7.323  0.341
C 3.084 3.393 4.381  -0.157
O 4.233 3.580 3.565  -0.519
H 2.992 2.386 4.788  0.289
H 3.037 4.228 5.081  0.353
H 2.173 3.584 3.814  -0.272
H 4.080 3.061 2.773  0.467
C -3.435 0.773 -2.065  -0.538
O -2.580 1.615 -1.290  -0.819
H -2.934 -0.124 -2.428  -0.159
H -4.229 0.441 -1.395  0.219
H -3.859 1.338 -2.895  0.456
H -1.926 1.137 -0.774  -0.138
C -4.545 -4.191 2.941  0.040
O -4.921 -3.310 4.001  -0.542
H -3.974 -5.042 3.311  0.291
H -5.459 -4.530 2.454  0.298
H -3.934 -3.655 2.214  -0.403
H -5.051 -2.408 3.699  0.373
C -2.388 -2.240 -4.319  -0.664
O -1.860 -1.000 -4.780  -0.603
H -3.339 -2.116 -3.801  0.451
H -2.549 -2.839 -5.215  0.415
H -1.665 -2.774 -3.703  0.047
H -2.640 -0.649 -5.218  0.317
C 5.380 -2.201 0.811  -0.239
O 6.633 -2.319 1.417  -0.563
H 4.769 -1.476 1.348  -0.006
H 5.430 -1.824 -0.210  0.204
H 4.940 -3.198 0.788  0.321
H 7.144 -1.517 1.285  0.297
C 3.925 -1.121 -2.796  -0.057
O 5.112 -0.343 -2.639  -0.525
H 3.789 -1.768 -1.930  0.141
H 3.082 -0.440 -2.915  -0.079
H 3.965 -1.723 -3.704  0.375
H 5.424 -0.057 -3.500  0.291

(5)
Below is a structure of composition C3H7N2O in a non-equilibrium geometry, with properties calculated with ωB97M-V/def2-TZVPD.

ΔE to the lowest compared entry with this formula, charge and spin (kcal/mol): 127.4
Charge: +1
Frontier orbital gap (eV): 10.7

Last column: Mulliken charge in e.
Geometry (Å):
C 1.186 -0.744 -0.635  0.014
C 0.127 1.222 0.677  -0.261
C -0.517 1.075 -0.643  -0.434
N -1.218 -1.269 0.471  -0.434
N 0.050 -0.035 0.052  0.191
O 2.233 -0.216 -0.593  -0.310
H 0.986 -1.617 -1.122  0.466
H 1.096 1.557 0.864  0.309
H -0.313 1.250 1.642  0.276
H -1.542 1.030 -0.576  0.274
H -0.104 1.536 -1.477  0.314
H -1.070 -2.147 -0.021  0.281
H -0.914 -1.644 1.361  0.313

(6)
Below is an isolated molecule of C2H2N4O2 in a non-equilibrium geometry, with properties calculated with ωB97M-V/def2-TZVPD.

ΔE to the lowest compared entry with this formula, charge and spin (kcal/mol): 191.1
Structure (SMILES): [H]/N=c1/nn[nH]oc1=O
Frontier orbital gap (eV): 9.3

Last column: Mulliken charge in e.
Geometry (Å):
H -2.666 -0.822 -0.672  0.283
N -1.891 -1.011 0.112  -0.523
C -0.478 -0.754 0.105  0.451
N 0.266 -0.970 1.432  -0.168
N 0.847 0.123 1.684  -0.083
N 0.852 1.237 0.785  -0.071
O 0.813 1.100 -0.680  -0.231
C 0.195 -0.174 -1.181  0.491
O 0.212 -0.556 -2.407  -0.485
H 1.849 1.828 0.824  0.335

(7)
Below is a structure of composition CH3GaNOSSn in a non-equilibrium geometry, with properties calculated with ωB97M-V/def2-TZVPD.

Charge: +1
Frontier orbital gap (eV): 4.6

Last column: Mulliken charge in e.
Geometry (Å):
O 3.226 -0.553 0.138  -0.404
C 2.306 -0.087 -0.397  0.566
N 1.305 0.311 -0.982  -0.424
Ga 0.056 0.987 0.301  0.521
S -1.648 -0.699 0.594  -0.152
H -0.576 2.349 -0.129  -0.130
H 0.660 1.041 1.753  -0.165
H -2.062 -1.015 -0.639  0.160
Sn -3.267 -2.333 -0.639  1.028

(8)
Below is an isolated molecule of C3H4N4O in a non-equilibrium geometry, with properties calculated with ωB97M-V/def2-TZVPD.

ΔE to the lowest compared entry with this formula, charge and spin (kcal/mol): 112.7
Structure (SMILES): ON=c1nc[nH]cn1
Frontier orbital gap (eV): 8.9

Last column: Mulliken charge in e.
Geometry (Å):
O 0.838 2.330 -1.249  -0.390
N -0.531 1.937 -0.966  -0.366
C -0.420 0.648 -0.685  0.588
N 1.000 0.199 -0.562  -0.382
C 1.083 -0.915 0.168  -0.144
N -0.082 -1.672 0.743  -0.222
C -1.321 -1.009 0.775  0.075
N -1.421 0.061 0.084  -0.474
H 1.072 3.402 -1.338  0.329
H 2.066 -1.225 0.155  0.420
H 0.020 -2.369 1.496  0.270
H -2.302 -1.389 1.380  0.294

| no. | E (Ha) |
| --- | --- |
| 1 | -404.47234 |
| 2 | -759.36517 |
| 3 | -449.63974 |
| 4 | -2925.33335 |
| 5 | -302.83706 |
| 6 | -446.66815 |
| 7 | -2706.77259 |
| 8 | -410.82374 |